8
Properties=species:S:1:pos:R:3:forces:R:3:mulliken_charge:R:1 method="wB97M-V/def2-TZVPD" total_energy_ha=-668.443216 smiles=N#CC#CCCl total_charge=0 de_lowest_kcal_mol=26.7 homo_ev=-10.670
N 3.544798 -0.682582 0.078965 -5.398 4.603 -1.329 -0.424
C 2.562289 0.030163 -0.098624 4.568 -4.822 1.578 -0.367
C 1.223520 0.425438 -0.066295 3.855 -0.365 -0.228 0.494
C 0.102251 0.767470 0.038263 3.346 -0.629 -0.731 0.771
C -1.194829 0.919044 0.041824 -9.205 1.811 -1.455 -0.948
Cl -2.213495 -0.648979 -0.007886 0.808 0.521 0.169 -0.178
H -1.570672 1.442412 0.906043 -0.017 0.006 0.597 0.343
H -1.772876 1.515624 -0.815731 2.043 -1.125 1.401 0.309